(1)
A structure of composition C10H10AgBINO4P, computed with ωB97M-V/def2-TZVPD.

Geometry as XYZ:
```
29
Properties=species:S:1:pos:R:3:forces:R:3
I 0.131381 -1.424719 -3.175033 -0.09 0.38 -0.02
Ag 1.606760 2.215402 -2.625277 -0.19 -0.38 -0.14
P 1.589111 -1.593261 -1.181902 0.66 -0.12 0.19
O 2.577877 4.300623 0.143511 -0.02 1.11 0.21
O -1.129815 -2.223398 1.459510 0.10 0.46 0.25
O 3.604220 0.596992 -1.841153 0.24 -0.29 -0.65
O 0.936135 -2.800137 -0.304656 -0.34 0.16 -0.50
N 3.760719 2.317394 -0.251981 -0.38 -0.35 -0.07
C 0.944248 -0.152610 -0.230921 -0.30 0.27 -0.10
C -2.699173 -1.194070 -0.213119 -0.13 -0.26 0.83
C -0.588101 1.211079 1.060133 0.17 0.28 0.03
C 1.789775 0.962971 -0.252309 0.04 -0.27 -0.37
C 1.465547 2.164219 0.363493 -0.27 0.24 -0.09
C -0.281469 -0.023667 0.469948 0.38 -0.22 -0.21
C 3.145400 1.165262 -0.897088 -0.26 0.38 1.10
C 0.259706 2.316112 1.018449 -0.07 -0.12 -0.14
C -3.769469 -2.046229 0.494668 0.33 0.33 0.01
C 2.593208 3.124603 0.138391 0.03 -1.09 0.17
B -1.360650 -1.200617 0.606459 -0.05 -0.23 -0.45
H -3.052643 -0.169432 -0.319553 -0.03 0.15 -0.32
H -1.532936 1.334695 1.568920 -0.15 -0.09 0.07
H -4.738365 -1.934771 0.025142 -0.18 -0.10 -0.11
H -3.470364 -3.086592 0.503050 -0.09 -0.24 -0.05
H 4.069032 1.919861 0.642874 0.75 0.34 -0.10
H -3.852186 -1.738993 1.532242 -0.17 0.02 0.18
H -0.271194 -2.122689 1.885117 -0.01 -0.36 0.13
H 0.797572 -3.557999 -0.890639 0.01 -0.31 0.35
H -2.524373 -1.619101 -1.199603 0.12 0.23 -0.31
H 0.000046 3.259074 1.471331 -0.11 0.09 0.11
```
Positions in Å, forces in eV/Å.

## Properties
Total charge: +1
E_HOMO in eV: -12.3
Spin multiplicity: 1
LUMO level in eV: -5.918

Atom charges from the Mulliken analysis, given in e for atoms 1 to 5: number 1, I, carries -0.147; number 2, Ag, carries 0.844; number 3, P, carries -0.057; number 4, O, carries -0.414; number 5, O, carries -0.627

(2)
A structure of composition C10H10BBrF4Pm, computed with ωB97M-V/def2-TZVPD.

Geometry as XYZ:
```
27
Properties=species:S:1:pos:R:3:forces:R:3
Pm -1.106400 0.317081 0.509708 0.24 0.03 0.88
Br 0.320840 1.224701 -1.490198 -0.08 0.38 0.03
F -3.763456 0.637595 3.855285 -0.16 0.43 -0.55
F -2.854363 2.726380 3.783030 -0.52 -0.14 -0.40
F -2.539663 1.337570 1.783563 -1.28 0.58 -0.07
F -4.657346 2.201668 2.384617 -0.17 0.12 0.37
C 1.677015 0.244180 -4.239503 0.12 -1.51 0.18
C 0.436702 -1.132602 2.000417 -0.26 0.92 0.24
C -0.722649 -0.953692 2.832541 0.84 0.61 -0.73
C 1.112131 -1.983461 -3.931416 0.70 1.17 0.14
C 0.365392 1.067879 2.679939 -0.03 -0.30 -0.22
C 1.098216 0.130302 1.915411 0.29 -0.70 -0.09
C 2.442596 -1.788440 -3.427519 -0.84 1.05 -0.51
C 2.787738 -0.411414 -3.617986 -1.20 -0.60 -0.42
C -0.727700 0.393639 3.241932 0.13 -0.35 1.31
C 0.642279 -0.727635 -4.431555 1.24 -0.08 0.49
B -3.631275 1.803003 3.151275 0.93 -0.36 -0.10
H 0.703197 -2.025996 1.476170 0.30 -0.38 -0.12
H 0.572397 -2.917040 -3.952278 -0.08 -0.15 -0.01
H 2.028617 0.333971 1.398619 -0.22 -0.10 -0.09
H -1.511127 -1.661906 2.999105 -0.06 -0.32 0.33
H -1.375935 0.810776 4.013476 0.00 -0.10 -0.71
H -0.319572 -0.539819 -4.883113 -0.14 0.00 -0.06
H 0.588940 2.120239 2.815578 0.07 -0.20 -0.01
H 1.628763 1.286954 -4.511924 -0.02 0.12 -0.02
H 3.079451 -2.547674 -3.002154 0.08 -0.12 0.07
H 3.725212 0.053741 -3.353019 0.10 0.03 0.05
```
Positions in Å, forces in eV/Å.

## Properties
Total charge: -1
E_HOMO (spin up / spin down) in eV: -2.6 / -2.6
Spin multiplicity: 5
LUMO level (spin up / spin down) in eV: 1.203 / 1.289

Atom charges from the Mulliken analysis, given in e for atoms 1 to 5: number 1, Pm, carries 1.512; number 2, Br, carries -0.332; number 3, F, carries -0.315; number 4, F, carries -0.289; number 5, F, carries -0.557

(3)
A structure of composition C10H10BrIPt, computed with ωB97M-V/def2-TZVPD.

Geometry as XYZ:
```
23
Properties=species:S:1:pos:R:3:forces:R:3
Pt -1.306856 -0.886970 1.582426 0.23 -0.25 0.22
I -1.111451 1.393626 2.659584 0.23 1.70 1.48
Br 0.248953 -2.697552 2.075995 1.19 -1.19 0.99
C 2.907873 1.625975 0.545631 -0.32 -0.21 -1.12
C -1.234766 -1.011880 -0.750031 -0.26 0.18 -0.21
C 2.481795 0.408025 -1.378979 0.06 0.98 0.88
C -3.171731 -0.425166 0.391830 0.14 0.31 -0.42
C -1.823485 -2.212034 -0.258692 -1.33 0.10 -0.76
C 1.751466 1.638234 -1.462260 0.63 -0.29 0.78
C -2.021422 0.114309 -0.292026 -1.01 -0.95 -0.87
C 2.013258 2.384201 -0.270217 0.50 -0.73 -0.29
C -3.008321 -1.858603 0.495145 0.16 0.07 -0.82
C 3.203556 0.414649 -0.139163 -0.52 0.50 -0.64
H 1.121491 1.952009 -2.291509 0.00 -0.04 0.11
H -3.656531 -2.545790 1.041872 0.19 0.27 -0.36
H 3.889135 -0.361269 0.191668 -0.22 0.02 0.08
H 1.641323 3.377177 -0.035059 -0.11 -0.15 0.00
H -1.793230 1.167285 -0.435630 -0.04 -0.39 -0.05
H 3.275782 1.904880 1.524651 -0.02 0.03 0.00
H 2.452498 -0.395075 -2.103851 0.08 -0.05 -0.05
H -1.485097 -3.228710 -0.433346 0.14 0.38 0.24
H -4.012851 0.173614 0.742366 0.42 -0.29 0.20
H -0.361379 -0.930929 -1.400410 -0.11 -0.01 0.61
```
Positions in Å, forces in eV/Å.

## Properties
Total charge: -2
E_HOMO (spin up / spin down) in eV: 0.3 / 0.1
Spin multiplicity: 3
LUMO level (spin up / spin down) in eV: 4.856 / 4.821

Atom charges from the Mulliken analysis, given in e for atoms 1 to 5: number 1, Pt, carries 0.850; number 2, I, carries -0.620; number 3, Br, carries -0.715; number 4, C, carries -0.539; number 5, C, carries -0.206